# C3H7BO

One molecule with the formula C3H7BO (the ωB97M-V functional and the def2-TZVPD basis, OMol25).

```
12
Properties=species:S:1:pos:R:3:forces:R:3
B 2.309503 -0.250253 -1.295969 -0.1 4.0 -1.8
C -0.729468 0.641840 0.397269 1.7 -0.6 0.1
C 0.323918 -0.024277 -0.096726 -2.1 2.4 0.5
C -1.822602 -0.000374 1.212692 0.5 0.3 -3.6
O 1.293995 0.537275 -0.849366 0.5 0.2 0.0
H 2.396469 -1.353964 -1.198621 0.1 -2.2 0.6
H 2.955437 0.486833 -2.017655 0.5 -0.9 0.3
H -0.796913 1.655377 0.042694 -0.1 0.6 0.5
H 0.356627 -1.029122 -0.187515 0.1 -3.5 0.7
H -2.633320 0.111942 0.496424 -1.1 0.1 0.9
H -1.685894 -1.029390 1.298973 0.6 -2.0 -0.3
H -1.967752 0.254113 2.197800 -0.6 1.7 2.0
```
Positions in Å, forces in eV/Å.

Properties
Energy relative to the best compared isomer or geometry (same formula, charge and spin) = 20.5 kcal/mol
Total energy = -5947.0746 eV
Orbital gap = 9.9 eV
Max |F| = 4.38 eV Å⁻¹

# C18H20AlB2Br10O16

C18H20AlB2Br10O16 as an isolated structure (the ωB97M-V functional and the def2-TZVPD basis, OMol25).

```
67
Properties=species:S:1:pos:R:3:forces:R:3
Al -0.726572 -2.168867 4.963257 -0.4 0.5 -0.8
O 4.092447 0.080274 -2.122092 0.3 -0.5 -0.3
C 3.169098 0.244831 -1.402443 -0.5 -0.9 0.1
O 2.252092 -0.607797 -0.963054 -0.3 0.4 0.0
B 1.186973 0.118184 -0.174242 0.5 0.3 0.7
O 1.770658 1.490400 -0.053894 -0.9 -0.4 0.0
C 2.855290 1.601229 -0.739346 0.5 1.0 0.6
O 3.574778 2.551784 -0.791505 0.0 0.4 -0.1
O 0.962755 -0.426910 1.202897 0.9 -0.4 -1.0
C -0.243420 -0.941717 1.231811 -0.8 0.9 0.6
O -0.774125 -1.481647 2.161715 0.4 -0.7 0.5
C -0.999562 -0.427729 -0.011542 0.0 -0.2 0.3
O -0.121975 0.211475 -0.767483 0.6 -0.1 -0.7
O -2.164987 -0.475934 -0.198309 -0.8 -0.2 -0.1
O 2.385399 3.595261 1.429746 0.1 0.3 -0.2
C 1.226699 3.436273 1.601647 0.5 -0.6 1.1
O 0.620729 2.836552 2.579629 0.5 0.0 -0.4
B -0.847175 2.857488 2.421208 -1.2 0.4 2.0
O -1.126881 3.688773 1.233568 1.4 -1.1 0.0
C 0.041885 4.021167 0.711717 -1.7 2.2 -0.9
O 0.216591 4.848038 -0.120730 0.4 -0.7 -0.3
O -1.363627 1.509270 2.443705 0.3 -0.3 -1.2
C -1.944331 1.237228 3.600957 -0.1 1.4 -0.2
O -2.363653 0.172109 3.903884 -0.2 -1.3 0.9
C -2.017052 2.590953 4.395452 0.5 -1.2 -1.2
O -1.409568 3.475875 3.646494 0.5 0.8 -0.8
O -2.511729 2.729225 5.447778 -0.7 0.2 1.5
Br 6.897888 2.167670 -0.554241 -0.2 -0.3 -0.3
C 7.460723 0.412776 -1.267913 0.4 0.8 0.5
C 6.820305 -0.653990 -0.414181 -0.4 -0.1 -0.3
Br 7.877576 -2.306507 -0.544479 -0.6 0.3 -0.2
H 8.547236 0.461033 -1.252298 0.0 -0.2 0.3
H 7.154867 0.401959 -2.309814 -0.2 -0.1 0.1
H 5.797503 -0.722735 -0.788301 0.2 -0.8 -0.1
H 6.705551 -0.478548 0.649494 0.6 0.4 0.0
Br 3.362134 -6.140097 -1.584713 0.1 -0.1 0.4
C 4.775879 -4.797951 -1.504983 -0.8 0.2 0.2
C 4.166118 -3.430240 -1.749527 0.8 -0.4 -1.4
Br 3.265213 -3.498940 -3.506188 0.0 0.3 0.3
H 5.454342 -5.091380 -2.297602 0.2 0.2 0.1
H 5.266199 -4.810614 -0.533745 -0.1 -0.3 0.0
H 5.012678 -2.777422 -1.959892 -0.2 0.4 0.4
H 3.443437 -3.033909 -1.048898 0.1 -0.2 0.2
Br -2.629804 3.792050 -2.269752 0.0 -0.7 -0.1
C -2.441349 1.965911 -3.009240 0.1 -0.3 -0.4
C -3.646522 1.085589 -2.750998 -0.3 0.9 0.7
Br -3.546408 -0.549332 -3.806622 0.0 0.5 0.5
H -1.546638 1.580989 -2.531449 0.1 -0.1 -0.1
H -2.316939 2.023024 -4.088878 0.3 0.5 0.1
H -4.551524 1.638266 -2.998175 -0.1 -0.3 -0.4
H -3.716541 0.876473 -1.687090 0.1 -0.6 -0.1
Br -4.337953 3.962257 1.608572 0.2 0.2 -0.3
C -4.595009 2.230102 0.760518 -0.2 -0.1 0.2
C -5.311623 1.432841 1.806114 0.7 -1.0 0.8
Br -5.552415 -0.421976 1.110281 -0.2 1.0 0.4
H -3.614006 1.792918 0.582199 0.0 0.2 -0.1
H -5.130428 2.325282 -0.180475 -0.1 0.3 0.1
H -6.188031 1.861082 2.287105 -0.5 -0.2 -0.9
H -4.642345 1.328220 2.661945 0.1 -0.3 -0.2
Br -3.040308 -3.825070 1.729642 -0.5 0.0 -0.3
C -4.363602 -4.135870 0.292238 0.4 0.7 -0.7
C -4.130803 -3.164791 -0.867458 -0.2 -0.2 0.0
Br -5.269832 -3.930042 -2.298924 0.4 0.5 0.2
H -5.386229 -3.973681 0.620062 0.2 -0.2 0.6
H -4.225567 -5.153337 -0.053714 0.1 -0.1 0.3
H -3.111447 -3.060985 -1.227121 0.0 -0.5 -0.1
H -4.453063 -2.146811 -0.652322 -0.3 -0.2 -0.1
```
Positions in Å, forces in eV/Å.

Properties
Charge = +1
Energy relative to the best compared isomer or geometry (same formula, charge and spin) = 0.0 kcal/mol
Total energy = -760120.9377 eV
Orbital gap = 1.8 eV
Max |F| = 2.98 eV Å⁻¹

# C10H16N3OS

An isolated ion of composition C10H16N3OS and charge +1 (the ωB97M-V functional and the def2-TZVPD basis, OMol25).

```
31
Properties=species:S:1:pos:R:3:forces:R:3
C 2.155854 -2.306577 0.088271 -0.4 2.6 -0.3
C 3.315509 -1.538817 0.289108 0.5 -1.2 0.0
C 0.902585 -1.605565 -0.070477 1.8 0.2 -0.2
C 3.293865 -0.121365 0.208097 -0.6 0.8 -0.2
C 0.902960 -0.197548 -0.209016 0.0 -0.6 0.5
C 2.065734 0.587666 -0.061209 0.1 -1.8 0.0
C -1.341351 0.837303 0.196094 1.1 1.4 0.6
C -2.622418 0.158638 -0.108063 -1.5 -2.7 -2.6
C -1.546159 2.405104 0.189955 0.5 -1.1 -0.8
C -3.969553 0.749550 0.262726 1.7 -1.9 0.7
N -0.353301 -2.321377 -0.182355 0.5 2.2 0.3
N 4.465030 0.583121 0.312731 0.0 -0.6 0.0
N -2.567333 -1.003984 -0.719327 -0.6 -0.3 0.9
O -0.278432 0.377778 -0.677703 -0.9 0.5 0.6
S 2.054847 2.343286 -0.288244 0.9 -0.1 2.5
H 2.281478 -3.353124 -0.136878 -0.4 -0.3 0.6
H 4.314619 -2.103385 0.472681 -1.8 1.2 -0.5
H -1.147354 0.596330 1.259882 0.3 -0.2 -0.3
H -2.168159 2.677395 -0.660564 0.2 0.2 -0.1
H -0.568341 2.897826 0.121698 -0.4 -0.2 0.1
H -2.068888 2.707462 1.085325 0.0 0.1 0.3
H -4.276923 1.510530 -0.445401 -0.1 0.3 0.5
H -3.668907 1.001754 1.269364 -0.9 1.4 0.5
H -4.666845 -0.088237 0.413096 -0.1 0.5 -0.6
H -0.148350 -3.141660 -0.675507 -0.3 -1.8 -0.4
H -0.711731 -2.437224 0.754367 0.0 -0.9 0.1
H 5.282654 -0.048567 0.211571 -0.5 1.7 0.1
H 4.416303 1.612696 0.151919 0.7 -1.6 0.0
H 1.629078 2.364098 -1.480428 -0.8 -0.1 -2.3
H -3.457725 -1.622519 -0.872127 2.1 2.0 0.3
H -1.518752 -1.520586 -0.699598 -1.0 0.2 -0.3
```
Positions in Å, forces in eV/Å.

Properties
Charge = +1
Energy relative to the best compared isomer or geometry (same formula, charge and spin) = 0.0 kcal/mol
Total energy = -27975.1645 eV
Orbital gap = 7.4 eV
Max |F| = 4.01 eV Å⁻¹

# C23H36CrN11PS

C23H36CrN11PS as an isolated structure (the ωB97M-V functional and the def2-TZVPD basis, OMol25).

```
73
Properties=species:S:1:pos:R:3:forces:R:3
Cr 0.667398 0.700262 -0.023760 0.4 -0.3 0.9
C -2.894598 -1.762464 -3.364221 -0.2 0.0 -0.3
N -2.147516 -1.494475 -2.139563 0.2 0.2 0.1
C -2.303669 -2.135580 -0.946005 0.0 0.0 0.2
C -1.402507 -1.581145 -0.085187 0.0 -0.1 0.1
N -0.705714 -0.603760 -0.740977 -0.1 0.0 0.2
C -1.175741 -0.570400 -1.992426 -0.1 -0.1 -0.1
P -0.590227 0.540718 -3.324720 0.1 0.0 0.4
C 1.180945 0.279501 -2.958460 0.0 0.0 -0.1
N 1.742154 0.394488 -1.750475 0.0 0.0 -0.1
C 3.064385 0.065798 -1.901190 0.2 0.1 -0.1
C 3.294254 -0.249020 -3.206972 0.1 0.0 0.2
N 2.100816 -0.114398 -3.857665 -0.1 0.1 0.2
C 1.883798 -0.361538 -5.281290 -0.1 0.0 -0.3
C -0.809063 2.043801 -2.304521 0.0 0.0 -0.1
N -0.422415 2.176781 -1.032911 -0.1 -0.1 -0.2
C -0.962253 3.356124 -0.590910 0.0 0.1 -0.1
C -1.661526 3.937349 -1.607757 0.1 0.0 0.2
N -1.558323 3.101318 -2.677615 0.1 -0.1 0.1
C -2.165934 3.324901 -3.987126 -0.1 0.0 -0.3
H -3.577474 -2.588748 -3.191986 0.0 0.0 0.1
H -2.221549 -2.030585 -4.176098 0.0 0.0 0.1
H -3.472578 -0.889082 -3.661056 0.0 0.0 0.1
H -3.025646 -2.920173 -0.794493 0.0 0.0 -0.1
H -1.209496 -1.844990 0.940645 0.0 0.0 0.0
H 3.762960 0.092081 -1.085096 0.0 -0.1 0.0
H 4.189336 -0.570638 -3.711475 0.0 0.0 0.0
H 2.780007 -0.808810 -5.699367 0.0 0.0 0.0
H 1.678864 0.569195 -5.807557 0.1 0.0 0.1
H 1.047478 -1.041474 -5.427077 0.0 0.0 0.1
H -0.856998 3.710558 0.417860 0.0 0.0 0.0
H -2.213543 4.861567 -1.635775 0.0 0.0 -0.1
H -2.667662 4.287504 -3.981800 0.0 0.0 0.0
H -2.897890 2.550482 -4.209495 0.0 0.0 0.1
H -1.407673 3.329654 -4.767439 0.0 0.0 0.1
C 2.166681 4.891410 2.624216 -0.1 -0.1 -0.1
C 2.069464 4.414445 1.188049 0.1 0.2 0.1
N 1.706472 2.987273 1.217740 -0.3 -0.2 0.1
C 0.672890 2.558953 2.038510 0.3 0.2 0.1
N 0.086775 1.411562 1.694083 0.0 -0.1 -0.7
C -0.847525 0.764040 2.618806 -0.2 0.0 0.1
C -0.605367 1.221340 4.046992 0.1 0.1 -0.2
C -0.615402 2.738416 4.076723 -0.2 -0.2 0.1
N 0.368513 3.261852 3.119682 0.0 -0.1 -0.2
C 0.852958 4.632205 3.339012 0.2 0.2 0.0
H 2.387420 5.956811 2.650959 0.0 0.0 0.0
H 2.981300 4.366438 3.125835 0.0 0.0 0.0
H 3.024105 4.516750 0.675623 0.0 -0.1 0.0
H 1.326788 4.995161 0.632513 0.0 -0.1 0.0
H 1.686121 2.564085 0.291707 0.1 0.5 0.0
H -0.707704 -0.313950 2.535509 0.0 0.0 0.0
H -1.872681 0.993426 2.312591 0.0 0.0 0.0
H 0.358104 0.848563 4.400488 0.0 0.0 0.0
H -1.382327 0.824516 4.696861 0.0 0.0 0.0
H -0.345466 3.110563 5.063325 0.0 0.0 0.0
H -1.611254 3.122656 3.837898 0.0 0.1 0.0
H 0.978528 4.774971 4.410888 -0.1 -0.1 0.0
H 0.084744 5.334517 3.002490 0.0 0.0 0.0
S 1.918991 -0.973794 1.193087 -0.6 -0.2 -0.6
C 3.564628 -0.575125 1.557535 0.1 0.4 0.1
N 4.419946 -1.569367 1.685448 0.0 -0.1 -0.1
C 5.853489 -1.398909 1.955715 0.2 0.1 0.1
C 6.291639 -0.024561 1.476386 -0.2 -0.1 0.0
C 5.359531 1.024406 2.060613 0.2 0.0 0.0
N 3.973507 0.684744 1.707828 0.2 -0.2 0.0
H 4.056815 -2.505011 1.576797 0.0 0.0 -0.1
H 6.388928 -2.188459 1.433415 0.0 0.0 0.0
H 6.038909 -1.510241 3.025492 0.0 -0.1 0.0
H 6.260160 0.018594 0.385219 0.0 0.0 0.0
H 7.315645 0.167472 1.788274 0.0 0.0 0.0
H 5.583752 2.011784 1.660659 -0.1 0.0 0.0
H 5.466452 1.062491 3.146857 0.0 0.0 0.0
H 3.268361 1.401604 1.782297 -0.1 0.0 -0.1
```
Positions in Å, forces in eV/Å.

Properties
Charge = +3
Total energy = -89351.1882 eV
Orbital gap (alpha / beta) = 6.9 / 7.7 eV
Spin multiplicity = 2
<S²> = 0.76
Max |F| = 1.06 eV Å⁻¹

Q: Number 3 is which compound?
A: C10H16N3OS

Q: Look up the total energy of the fourth one.
A: -89351.1882 eV

Q: Among the records above, which one has the highest total energy?
A: C3H7BO